1.
{
  "formula": "C3H2Br2O",
  "method": "ωB97M-V with the def2-TZVPD basis set",
  "species": ["Br", "Br", "O", "C", "C", "C", "H", "H"],
  "coordinates": [[-3.728, 1.401, -0.287], [-3.162, -1.698, -0.313], [-3.638, -0.198, 1.931], [0.204, 0.293, -0.598], [-3.539, -0.169, 0.765], [0.589, -0.229, 0.405], [0.971, -0.705, 1.260], [-0.174, 0.773, -1.454]],
  "energy_ev": -145273.3599,
  "homo_energy_ev": -10.759,
  "relative_energy_ev": 1.4368,
  "homo_lumo_gap_ev": 10.8,
  "molar_mass_g_mol": 213.856,
  "spin_multiplicity": 1
}

2.
{
  "formula": "C9H16N3O",
  "method": "ωB97M-V with the def2-TZVPD basis set",
  "species": ["O", "N", "N", "N", "C", "C", "C", "C", "C", "C", "C", "C", "C", "H", "H", "H", "H", "H", "H", "H", "H", "H", "H", "H", "H", "H", "H", "H", "H"],
  "coordinates": [[1.453, 0.727, 0.698], [-2.570, 3.223, 1.444], [-1.035, 1.342, 1.830], [-0.520, 2.709, 0.115], [1.301, -0.339, -0.181], [1.061, -2.441, -1.920], [2.448, -1.116, -0.477], [-0.005, -1.658, -1.666], [-1.368, 2.441, 1.148], [0.063, -0.483, -0.884], [0.959, -3.561, -2.924], [2.386, -2.106, -1.419], [-1.747, 0.942, 3.065], [-3.100, 3.608, 0.846], [1.700, -3.488, -3.919], [-2.586, 0.207, 2.959], [3.431, -0.733, -0.094], [-0.985, -2.037, -2.036], [1.013, -4.546, -2.351], [-2.136, 1.969, 3.460], [3.339, -2.469, -1.778], [0.408, 2.433, 0.079], [-0.750, 3.532, -0.391], [-2.974, 2.959, 2.404], [2.353, 1.074, 0.827], [-0.246, 0.776, 1.517], [-0.937, 0.605, 3.824], [-0.970, 0.023, -0.608], [0.015, -3.592, -3.569]],
  "energy_ev": -16102.4780,
  "homo_energy_ev": -11.500,
  "relative_energy_ev": 2.7334,
  "homo_lumo_gap_ev": 8.8,
  "charge": 1,
  "molar_mass_g_mol": 182.247,
  "spin_multiplicity": 1
}

3.
{
  "formula": "CH5NO2",
  "method": "ωB97M-V with the def2-TZVPD basis set",
  "species": ["O", "O", "N", "C", "H", "H", "H", "H", "H"],
  "coordinates": [[-0.802, 1.353, 2.349], [0.559, -0.368, 0.512], [0.825, -0.299, -1.693], [0.109, -0.636, -0.635], [1.695, 0.233, -1.614], [-0.489, 0.652, 1.734], [-1.622, 0.985, 2.748], [0.520, -0.649, -2.605], [-0.795, -1.271, -0.798]],
  "energy_ev": -6703.2979,
  "homo_energy_ev": -10.452,
  "relative_energy_ev": 0.4141,
  "homo_lumo_gap_ev": 11.1,
  "molar_mass_g_mol": 63.056,
  "spin_multiplicity": 1
}